Formula: C58H78As3IrN5OP2Te
Source: OMol25
Level of theory: ωB97M-V/def2-TZVPD

```
149
Properties=species:S:1:pos:R:3:mulliken_charge:R:1
Ir -0.08958 0.29041 -0.13637 4.052
Te 5.04030 1.23826 0.54332 0.641
As -3.88392 -0.40352 -1.66657 0.592
As -4.71111 -4.22666 -3.52739 0.322
As -0.75606 -2.32030 -0.05261 1.543
P 1.78162 1.92453 -0.40212 1.376
P 2.56731 -0.94367 -0.26953 2.079
O 0.39873 -0.24742 2.29115 -0.026
N -0.96181 -0.11814 4.13508 0.498
N -1.56498 1.66671 0.90972 0.593
N 0.18538 -0.70568 -3.01168 2.341
N -0.23949 0.38163 -2.33705 -0.152
N 6.80419 3.91093 -3.15027 -0.611
C 6.00973 -2.16874 -2.24287 -0.819
C 3.64665 -1.12784 2.35133 -0.234
C 1.66155 4.01958 -2.28099 -0.393
C 6.92101 4.33161 -1.88901 -0.482
C -3.43079 -4.58818 -4.96977 -1.120
C -0.78211 3.96784 0.20970 -0.529
C 3.42422 -3.17953 1.12045 0.006
C 2.36230 3.80772 -4.57488 -0.959
C -0.41037 0.72555 -4.53526 -2.039
C -4.64800 -4.41031 -0.14623 -2.120
C 0.71130 -1.16154 6.06564 -1.381
C -5.43991 0.75025 -1.36247 -1.336
C 3.39207 -1.57269 -2.89680 0.457
C 4.30720 -1.85978 -3.90416 -0.319
C 1.24234 0.76691 4.32612 -0.580
C -3.29522 -3.82598 -2.19051 -0.592
C -2.81739 2.25994 2.73014 -1.294
C 5.09744 -1.87917 -1.23865 -0.653
C 0.09595 -0.53859 -4.34900 0.867
C 2.01032 4.15677 2.99018 -0.718
C 2.50865 1.92132 -3.09421 -0.197
C 5.74641 2.43375 -1.05556 0.106
C 3.27672 -1.79065 1.18916 0.093
C 3.77158 -1.56491 -1.55407 1.256
C -2.44381 1.20580 1.84953 -0.275
C 2.02029 2.69044 -2.04279 1.085
C 1.65738 3.21670 2.03288 -0.377
C -1.23980 2.56533 -2.88093 -0.695
C 6.18664 2.75088 -3.37168 -0.581
C -1.43408 3.00723 1.13697 0.266
C -4.27778 -0.72897 -3.56473 -1.268
C 6.40462 3.63008 -0.80470 -0.477
C -3.04405 -0.15056 1.83738 -0.940
C -2.49634 -3.28315 0.13843 -2.407
C 0.45755 -1.62404 -5.30691 -1.338
C 4.36998 -3.20670 3.32950 -0.866
C 0.04944 -3.20235 1.48930 -0.477
C -0.61792 1.26252 -3.25088 0.050
C 0.07908 -3.47109 -1.40482 -1.940
C -5.07230 -6.10813 -3.11805 -1.207
C 2.92189 5.15394 2.67376 -1.109
C 1.84786 4.57713 -3.53716 -0.831
C -1.28365 -1.51366 4.48196 -0.160
C 0.20206 0.12786 3.45004 -1.427
C 3.48839 5.19958 1.40462 -1.056
C -0.08998 -2.16240 5.20463 -0.233
C 3.95830 -3.88394 2.18532 -0.938
C 1.75349 -0.34732 5.27815 -0.158
C 4.21516 -1.83160 3.40870 -0.666
C 2.68159 2.47511 -4.35242 -0.728
C -4.61587 -2.07171 -0.91062 -2.421
C 5.64978 1.96621 -2.35668 0.676
C 5.62218 -2.14951 -3.57851 -0.919
C 3.14901 0.76414 -0.17597 -1.515
C -3.74687 -3.34710 -0.79869 2.168
C -2.17725 3.38861 2.28783 -1.766
C 3.14542 4.25426 0.44745 -0.613
C 2.21641 3.26311 0.75634 1.319
H -1.43249 2.58598 -1.80786 -0.376
H 2.50587 4.24689 -5.55495 0.506
H -2.18027 2.69452 -3.41908 0.586
H 4.53875 -1.30257 4.29806 0.432
H -5.30442 1.65380 -1.95883 0.425
H -5.58967 -4.49341 -0.69152 0.453
H 2.77248 0.88573 -2.91685 -0.575
H 2.37082 -1.34278 -3.16363 -1.145
H -6.36149 0.25633 -1.67405 0.402
H -0.68402 -3.30027 2.28747 0.554
H -5.02579 -1.85256 0.07878 0.665
H 4.06402 -4.96064 2.12335 0.523
H -5.87843 -6.21613 -2.39582 0.358
H 0.32891 -1.28216 -6.33155 0.458
H 3.99116 -1.85183 -4.94178 0.423
H -0.27400 4.75954 0.76045 0.489
H -5.46046 -2.31571 -1.55603 0.892
H -4.88274 -4.14442 0.88809 0.489
H -3.97194 -0.12928 1.25898 0.363
H -2.83794 -3.02756 1.14579 0.679
H -3.95759 -5.05520 -5.80186 0.465
H -3.30985 -0.46246 2.84471 0.449
H 2.43336 0.12599 5.98975 0.617
H 5.42494 -1.92543 -0.21191 0.414
H 3.18973 5.90040 3.41255 0.420
H 3.48872 -0.05883 2.44080 -0.288
H 6.51533 4.01769 0.20281 0.449
H -2.97202 -3.66731 -5.33258 0.182
H 1.49753 -1.93818 -5.18134 0.083
H -1.54505 -2.06925 3.58394 -0.682
H 6.12217 2.42738 -4.40838 0.430
H -0.19161 -4.49955 -1.17264 0.633
H -4.18209 -6.62129 -2.74777 0.334
H -0.59120 3.39523 -3.15263 0.255
H 0.39195 -4.19804 1.20735 0.846
H 0.59209 -2.59875 4.46555 -0.059
H -0.45723 -2.97767 5.82873 0.637
H 1.16581 -3.37031 -1.33279 0.496
H -5.38652 -6.58379 -4.04790 0.444
H 0.89313 -2.62489 1.85719 -0.843
H -0.17469 -2.50180 -5.15703 0.150
H 4.81029 -3.75390 4.15419 0.442
H -1.01496 0.45264 4.96486 0.567
H -2.12239 -4.30989 0.18724 0.848
H -0.24194 -3.25932 -2.42440 0.174
H -4.16082 -5.38984 -0.14577 0.439
H 7.44680 5.27057 -1.74119 0.395
H -2.65283 -5.27320 -4.62450 0.342
H -2.66487 -3.05134 -2.64240 -0.759
H 1.25982 4.63308 -1.48418 0.352
H -2.36866 -0.86540 1.37934 -0.491
H -5.52606 1.04919 -0.31772 0.345
H 1.26535 -1.73733 6.80716 0.487
H 7.03166 -2.41370 -1.97753 0.477
H -2.15472 -1.48765 5.13405 0.638
H 4.19603 5.98040 1.15203 0.550
H 3.14809 -3.70534 0.21189 0.541
H 1.58476 5.61436 -3.70752 0.487
H 0.51052 -1.50825 -2.50534 -1.012
H 3.06699 1.86757 -5.16489 0.519
H 6.34280 -2.36831 -4.35771 0.446
H -0.61535 1.21239 -5.47718 0.602
H 3.58601 4.31393 -0.53634 0.841
H 2.33817 -1.05201 4.69136 -0.501
H 0.92466 2.44580 2.25924 0.014
H -5.16157 -1.35557 -3.66270 0.468
H -4.46549 0.22610 -4.05875 0.543
H 0.03522 -0.50617 6.62713 0.338
H 1.56585 4.11784 3.97857 0.548
H -2.24521 4.39463 2.68108 0.586
H -3.51147 2.16830 3.55528 0.634
H -2.68316 -4.73036 -2.09092 1.035
H 2.07484 1.15567 3.74080 -0.081
H -3.44583 -1.22016 -4.07263 0.086
H -1.55564 4.44840 -0.40307 0.583
H -0.09109 3.47075 -0.45932 -0.686
H 5.18091 1.01325 -2.58162 0.040
H 0.79993 1.58194 4.90512 0.686
```

- Net charge: +2
- Strongest force on any atom: 2.6 eV Å⁻¹
- Kohn-Sham gap (alpha / beta): 4.34 / 3.72 eV
- 2S+1: 2
- ⟨S²⟩: 0.758
- LUMO energy (alpha / beta): -6.45 / -7.07 eV